Here is a structure of composition C8H9HgNO5 in a non-equilibrium geometry from OMol25. Energies are from ωB97M-V/def2-TZVPD.

ORCA input file:
```
! RIJCOSX wB97M-V def2-TZVPD def2/J DEFGRID3
* xyz 2 1
Hg 1.13 -0.44 -1.77
O 0.54 -3.87 -2.19
O -0.01 0.66 -0.33
O 4.41 -1.41 -0.07
O 2.29 2.97 -1.32
O 1.44 0.02 -5.34
N -1.39 0.76 1.30
C -1.60 2.05 0.66
C 2.12 1.88 -1.55
C -0.51 0.03 0.69
C 3.52 -1.11 -0.65
C 1.47 -0.15 -4.22
C -0.13 -1.38 1.09
C -2.16 0.34 2.48
C 0.78 -2.77 -2.07
H -1.41 0.09 3.28
H -2.70 -0.61 2.20
H 0.94 -1.50 1.29
H -0.36 -2.15 0.34
H -0.66 2.62 0.62
H -0.63 -1.73 2.01
H -1.90 1.94 -0.39
H -2.35 2.57 1.23
H -2.82 1.20 2.71
*
```

## Properties
HOMO-LUMO gap = 0.3209 hartree
ΔE to the lowest compared entry with this formula, charge and spin = 0.00 kcal/mol
E = -893.93514 a.u.

---

Here is a cluster of 3 separate species, C23H45ClN3O7 in total in a non-equilibrium geometry from OMol25. Energies are from ωB97M-V/def2-TZVPD.

ORCA input file:
```
! RIJCOSX wB97M-V def2-TZVPD def2/J DEFGRID3
* xyz 1 1
Cl -1.27 4.25 -0.42
O 0.98 -3.31 -0.75
O 2.14 5.57 -6.30
O 0.32 2.15 -3.93
O -0.04 1.80 4.61
O -2.21 -6.05 5.12
O 1.49 -1.94 -2.49
O -0.42 -2.59 2.82
N 3.01 2.83 -5.04
N -0.51 1.24 1.34
N 0.47 -5.34 4.03
C 0.64 -2.80 3.75
C -1.24 0.94 0.23
C -0.92 2.28 2.32
C -2.20 2.84 -1.22
C 3.83 3.97 -5.45
C -0.97 -6.42 5.71
C -0.06 1.31 -5.02
C -2.61 1.70 -0.19
C 0.69 0.57 1.64
C 0.09 -5.35 5.44
C 1.29 -4.19 3.65
C -1.14 1.54 3.73
C 3.19 5.36 -5.37
C 0.49 -0.84 -0.41
C 2.63 2.85 -3.64
C -2.59 -6.89 4.04
C 1.25 -0.48 0.80
C 0.87 5.13 -5.86
C -1.70 -3.05 3.26
C 1.06 -2.05 -1.36
C 1.56 1.79 -3.34
C -0.78 -0.15 -0.74
C -3.39 3.47 -2.03
H 0.37 2.66 4.44
H -3.82 4.36 -1.49
H 1.26 0.88 2.55
H -0.63 -7.41 5.38
H -3.19 2.08 0.69
H -0.10 3.04 2.40
H 2.21 -0.94 1.10
H -2.46 -2.43 2.79
H 2.88 5.63 -4.36
H 1.58 -4.34 2.61
H -2.57 -7.94 4.32
H -2.12 1.84 4.20
H -0.04 0.25 -4.72
H 2.21 -4.20 4.24
H 0.09 -3.29 -0.33
H 0.58 1.47 -5.89
H -0.37 -5.34 3.46
H -1.09 1.56 -5.29
H 3.51 2.65 -3.02
H 1.40 1.76 -2.26
H -1.13 -6.47 6.79
H 2.21 3.82 -3.35
H -1.87 -4.08 2.92
H -4.19 2.74 -2.32
H 0.97 -5.56 6.05
H 0.32 -2.56 4.77
H -1.87 2.81 2.06
H -1.94 -6.72 3.17
H 3.97 6.08 -5.65
H -2.96 3.85 -3.00
H 4.75 3.97 -4.86
H 2.17 2.83 -5.61
H 0.75 5.22 -4.78
H 0.69 4.10 -6.18
H -1.40 -0.38 -1.65
H -1.47 2.36 -1.93
H 4.13 3.79 -6.48
H -1.20 0.42 3.59
H 1.89 0.80 -3.66
H -3.61 -6.63 3.75
H 1.41 -2.07 3.49
H 0.11 5.75 -6.34
H -0.33 -4.39 5.74
H -1.81 -2.99 4.34
H -3.23 0.89 -0.65
*
```

## Properties
HOMO-LUMO gap = 0.2204 hartree
E = -2054.10450 a.u.

---

Here is a cluster of 2 separate species, C3H7N3S2 in total in a non-equilibrium geometry from OMol25. Energies are from ωB97M-V/def2-TZVPD.

ORCA input file:
```
! RIJCOSX wB97M-V def2-TZVPD def2/J DEFGRID3
* xyz 0 1
S -3.11 -0.88 -0.41
S 1.23 -2.89 -0.24
N 0.63 -0.25 -0.74
N -2.03 -1.42 0.78
N 0.06 0.95 -0.23
C -0.80 -1.62 0.73
C 1.09 1.75 0.39
C 0.42 -1.46 -0.19
H 1.73 2.20 -0.37
H -0.44 -2.16 1.70
H 1.65 1.45 1.28
H 1.60 -0.24 -1.15
H -1.92 0.42 -1.52
H 0.50 2.66 0.85
H -0.62 1.48 -0.88
*
```

## Properties
HOMO-LUMO gap = 0.2744 hartree
ΔE to the lowest compared entry with this formula, charge and spin = 138.49 kcal/mol
E = -1078.94620 a.u.

---

Which value of E does entry 1 give? -893.93514 a.u.